(1)
# C5H9NO

A single C5H9NO molecule (ωB97M-V/def2-TZVPD, OMol25).

Its SMILES is CC1(C)CNC1=O. The LUMO energy is 0.8312 eV. The calculation puts the HOMO-LUMO gap at 10.44 eV. The value obtained for the energy relative to the best compared isomer or geometry (same formula, charge and spin) is 67.4 kJ/mol. The charge is 0. The calculation puts the molar mass at 99.1 g/mol.

Each line ends with the natural charge from an NBO analysis.
Cartesian coordinates (Å):
C 1.4698 0.6695 -0.0807  -0.600
C 0.1501 -0.0739 0.0925  -0.141
C 0.2413 -1.2203 1.0890  -0.602
C -1.0946 0.8514 0.2304  -0.199
N -1.5079 0.3834 -1.0875  -0.626
C -0.4549 -0.4687 -1.2721  0.686
O -0.1363 -1.2130 -2.1660  -0.592
H 2.2395 -0.0183 -0.4475  0.225
H 1.8086 1.0991 0.8695  0.210
H 1.3688 1.4807 -0.8119  0.214
H 0.5425 -0.8538 2.0777  0.210
H 0.9832 -1.9526 0.7521  0.225
H -0.7196 -1.7383 1.1909  0.214
H -1.7842 0.5783 1.0371  0.187
H -0.8680 1.9220 0.2880  0.187
H -2.2665 0.6749 -1.6881  0.403

Force components x, y, z for each atom (eV/Å):
C 0.0 0.0 0.0
C 0.1 0.0 0.1
C 0.0 0.0 0.0
C 0.1 0.1 0.2
N -0.3 0.1 -0.2
C 0.1 -0.2 -0.2
O -0.1 0.3 0.3
H -0.1 0.1 0.1
H -0.1 -0.1 -0.1
H 0.0 -0.1 0.1
H 0.0 0.0 -0.2
H -0.1 0.1 0.1
H 0.1 0.1 0.0
H 0.1 0.0 -0.1
H 0.0 -0.1 -0.1
H 0.1 -0.2 0.0



(2)
# C5H9NO

A gas-phase ion, C5H9NO (charge +1) in a non-equilibrium geometry (ωB97M-V/def2-TZVPD, OMol25).

The LUMO energy (alpha / beta) is -3.8455 / -8.5842 eV. As for the spin multiplicity: 2. The calculation puts the HOMO-LUMO gap (alpha / beta) at 12.66 / 7.70 eV. The value obtained for the energy relative to the best compared isomer or geometry (same formula, charge and spin) is 82.2 kJ/mol. The charge is +1. The calculation puts the molar mass at 99.1 g/mol. As for the expectation value of S²: 0.77.

Each line ends with the natural charge from an NBO analysis.
Cartesian coordinates (Å):
C 1.0977 0.1534 0.0382  -0.294
N -0.3269 0.3249 0.1564  -0.031
C -0.9282 1.5454 -0.2266  0.485
O -0.2674 2.5022 -0.4984  -0.353
C -1.0356 -0.9707 0.2194  -0.257
C 0.0746 -1.9374 -0.1530  -0.415
C 1.3263 -1.3060 0.4622  -0.411
H 1.5555 0.8737 0.7160  0.286
H 1.5593 0.3705 -0.9151  0.295
H -2.0150 1.5455 -0.2836  0.180
H -1.9178 -0.9385 -0.4139  0.263
H -1.3425 -1.0513 1.2700  0.271
H 0.1893 -1.8780 -1.2443  0.222
H -0.1639 -2.9757 0.0081  0.267
H 1.3813 -1.4615 1.5319  0.236
H 2.2289 -1.6988 0.0075  0.257

Force components x, y, z for each atom (eV/Å):
C 0.7 -0.5 2.2
N 0.1 -0.5 -1.5
C -0.5 0.8 0.0
O 0.4 -0.2 0.1
C 0.5 0.8 0.4
C 0.0 0.1 -1.0
C -0.4 -0.3 -0.8
H 0.1 0.3 0.1
H -0.5 0.2 -0.7
H -0.3 -0.3 0.1
H -0.1 0.0 0.0
H -0.2 -0.2 0.1
H 0.0 0.0 0.1
H 0.1 -0.2 0.7
H 0.0 0.2 0.3
H 0.1 0.0 0.0